Record 1
{"formula": "C34H51N7O2PS2Sb2TeY", "method": "wB97M-V/def2-TZVPD", "symbols": ["Y", "N", "C", "C", "C", "C", "C", "C", "N", "C", "C", "C", "S", "C", "N", "H", "H", "H", "H", "H", "H", "H", "C", "Sb", "C", "C", "C", "C", "C", "C", "C", "C", "C", "Sb", "C", "C", "H", "H", "H", "H", "H", "H", "H", "H", "H", "H", "H", "H", "H", "H", "H", "H", "H", "H", "H", "H", "C", "Te", "C", "C", "C", "C", "C", "C", "C", "H", "H", "H", "H", "H", "H", "H", "H", "N", "C", "P", "O", "O", "C", "N", "H", "H", "H", "H", "H", "H", "H", "H", "H", "H", "C", "N", "C", "N", "S", "H", "H", "H", "H", "H", "H"], "xyz": [[-0.672300, -0.555473, -0.167210], [-4.488762, -1.962142, -2.026495], [-3.852178, -2.072685, -3.261197], [-4.315471, -2.545362, -4.484705], [-3.437440, -2.450861, -5.541652], [-2.158120, -1.888059, -5.379738], [-1.713886, -1.434455, -4.155933], [-2.576513, -1.557736, -3.068586], [-2.435564, -1.168984, -1.713767], [-3.626821, -1.411319, -1.170648], [-3.941641, -1.051419, 0.208428], [-5.154106, -0.976468, 0.811401], [-4.964630, -0.434924, 2.416952], [-3.298205, -0.334266, 2.195825], [-2.874299, -0.677499, 0.999449], [-5.436636, -2.239344, -1.823859], [-5.311752, -2.943943, -4.610417], [-3.745305, -2.793227, -6.518972], [-1.515324, -1.794040, -6.244119], [-0.749486, -0.968498, -4.066170], [-6.130700, -1.183105, 0.406764], [-2.635755, -0.047150, 2.998950], [0.497574, -4.122087, -3.364300], [0.964600, -2.702865, -1.874294], [1.532287, -1.033267, -3.112906], [2.915652, -3.461265, -1.383838], [3.915975, -2.889164, -2.345927], [4.149722, -3.526781, -3.558822], [4.995137, -2.965921, -4.506871], [5.613533, -1.753217, -4.246998], [5.398951, -1.120902, -3.030596], [4.557490, -1.675527, -2.070833], [4.441571, -0.996662, -0.735859], [2.681425, 0.022583, 0.008975], [2.968759, 1.879263, -0.968684], [3.747370, 0.422204, 1.793446], [1.237530, -3.997727, -4.154115], [-0.503927, -3.959428, -3.753724], [0.571270, -5.123422, -2.945195], [1.431044, -1.329305, -4.156401], [2.575747, -0.776456, -2.935680], [0.921275, -0.136580, -2.957280], [2.808390, -4.539970, -1.495079], [3.133276, -3.239525, -0.341964], [3.687237, -4.485873, -3.757504], [5.180029, -3.482935, -5.437801], [6.280866, -1.312351, -4.973655], [5.912370, -0.191930, -2.815315], [5.154490, -0.173817, -0.673790], [4.668696, -1.685485, 0.079985], [4.006896, 2.181306, -0.837457], [2.315842, 2.639898, -0.542786], [2.761138, 1.777532, -2.032918], [4.660356, 0.929567, 1.486279], [4.025994, -0.517264, 2.271854], [3.180197, 1.049198, 2.476418], [-2.460413, 3.084351, 1.483934], [-1.059771, 2.580186, -0.049138], [-2.712660, 3.045561, -1.335309], [-3.439064, 4.120208, -0.559576], [-4.226811, 5.069658, -1.197335], [-4.861045, 6.052352, -0.450911], [-4.699683, 6.096285, 0.927522], [-3.911315, 5.152162, 1.569396], [-3.288020, 4.158022, 0.825149], [-1.920986, 3.396929, 2.373533], [-3.042180, 2.190532, 1.704044], [-3.304882, 2.143514, -1.496420], [-2.331584, 3.394577, -2.292311], [-4.339479, 5.053006, -2.273373], [-5.468300, 6.795012, -0.947954], [-5.178768, 6.876271, 1.502757], [-3.787087, 5.191729, 2.643648], [0.746222, -0.351884, 4.933359], [1.269116, -1.415852, 4.014860], [-0.169576, -2.166057, 3.159807], [-1.342663, -1.821946, 4.024317], [-0.076166, -1.815645, 1.696846], [-0.026022, -3.994771, 3.250820], [-0.931008, -4.505734, 4.343568], [0.760888, 0.590188, 4.462569], [1.289942, -0.299218, 5.798502], [-0.232484, -0.569274, 5.171858], [1.791829, -2.153311, 4.622798], [1.973119, -0.964472, 3.317418], [0.982229, -4.365981, 3.428466], [-0.383160, -4.404676, 2.306753], [-0.421792, -4.695707, 5.213639], [-1.401933, -5.375681, 4.074318], [-1.633034, -3.777052, 4.549701], [2.600731, 5.359122, 4.602605], [2.058340, 4.035049, 4.295564], [1.363083, 3.738327, 3.208409], [1.140208, 4.706382, 2.320876], [0.737884, 2.148882, 2.919544], [3.061126, 5.317427, 5.584797], [1.801515, 6.100044, 4.632451], [3.360440, 5.647339, 3.875059], [2.251956, 3.274830, 4.926726], [1.496836, 5.641789, 2.440431], [0.610558, 4.506662, 1.485622]], "forces_ev_per_angstrom": [[-0.1, -1.1, 0.6], [0.1, 0.0, -0.2], [-0.3, -0.1, 0.1], [0.1, 0.1, 0.0], [0.1, 0.0, 0.0], [-0.1, 0.0, 0.0], [-0.1, 0.0, 0.0], [0.2, 0.2, 0.2], [0.0, 0.1, -0.1], [0.0, 0.0, 0.3], [0.2, 0.0, -0.2], [0.0, 0.0, 0.1], [-0.2, 0.0, 0.1], [0.2, -0.1, 0.0], [0.2, 0.1, 0.0], [0.0, 0.0, 0.0], [0.0, 0.0, 0.0], [0.0, 0.0, 0.0], [0.0, 0.0, 0.0], [0.1, 0.0, 0.0], [-0.1, 0.0, 0.0], [0.0, 0.0, 0.0], [-0.1, -0.1, -0.1], [-0.2, 0.4, -0.1], [0.0, 0.0, 0.0], [0.2, 0.0, -0.1], [-0.2, -0.1, 0.2], [0.1, 0.1, -0.1], [0.0, 0.0, 0.0], [0.0, 0.0, 0.1], [0.0, 0.0, -0.1], [0.0, 0.2, 0.2], [0.0, -0.2, -0.1], [-0.3, 0.1, -0.3], [0.1, 0.1, 0.0], [0.0, 0.0, 0.2], [0.0, -0.1, 0.0], [0.0, 0.0, 0.0], [0.0, 0.0, 0.0], [0.0, 0.0, 0.0], [0.0, 0.0, 0.0], [0.0, 0.0, 0.0], [0.1, 0.0, 0.0], [0.0, 0.0, 0.0], [0.0, 0.0, 0.0], [0.0, 0.0, 0.0], [0.0, 0.0, 0.0], [0.0, 0.0, 0.0], [0.1, -0.1, 0.0], [0.1, 0.0, 0.0], [0.0, 0.0, 0.0], [0.0, 0.0, 0.0], [0.0, 0.0, 0.0], [0.0, 0.0, 0.1], [0.0, 0.0, 0.0], [0.1, 0.0, 0.0], [-0.1, 0.0, 0.0], [0.2, 0.0, -0.2], [0.0, 0.0, -0.1], [0.0, 0.0, -0.1], [0.0, 0.0, 0.0], [0.0, 0.0, 0.0], [0.0, 0.0, 0.0], [0.0, 0.0, -0.1], [0.0, 0.0, 0.1], [0.0, 0.0, 0.0], [0.0, 0.0, 0.1], [0.0, 0.0, 0.0], [0.0, 0.0, 0.0], [0.0, 0.0, 0.0], [0.0, 0.0, 0.0], [0.0, 0.0, 0.0], [0.0, 0.0, 0.0], [0.1, 0.0, 0.2], [0.1, 0.1, 0.3], [0.0, 0.0, 0.1], [0.0, -0.1, -0.2], [-0.4, 0.6, -0.6], [0.0, -0.3, 0.1], [0.1, -0.2, 0.1], [0.1, 0.1, 0.0], [0.0, 0.1, -0.1], [0.0, 0.0, 0.0], [0.1, 0.0, -0.1], [0.0, 0.0, 0.0], [0.0, 0.0, -0.1], [0.0, 0.0, 0.0], [-0.1, 0.0, -0.1], [0.0, 0.1, 0.1], [-0.1, 0.1, 0.0], [0.0, 0.0, 0.0], [0.0, -0.2, -0.1], [0.1, 0.2, 0.1], [-0.1, -0.2, -0.1], [0.0, -0.1, 0.1], [0.0, 0.0, 0.0], [0.0, 0.0, 0.0], [0.0, 0.0, 0.0], [0.0, 0.1, 0.0], [0.0, 0.0, 0.0], [0.1, 0.0, 0.1]], "mulliken_charge": [1.162, 0.049, 0.819, -1.222, -0.590, -0.702, -0.365, 0.082, 0.756, -0.060, -0.405, -0.480, -0.057, -0.713, 0.638, 0.254, 0.471, 0.451, 0.507, 0.322, 0.484, 0.421, -1.236, 0.501, -1.326, -1.428, 0.800, -0.610, -0.856, -0.860, -0.691, 0.543, -1.409, 0.495, -1.170, -1.473, 0.397, 0.356, 0.475, 0.524, 0.054, 0.541, 0.719, 0.428, 0.567, 0.452, 0.452, 0.432, 0.846, 0.576, 0.505, 0.272, 0.412, 0.558, 0.499, 0.217, -0.489, -0.261, -0.852, 0.655, -0.918, -0.634, -0.636, -0.813, 0.578, 0.623, 0.064, 0.344, 0.608, 0.503, 0.439, 0.444, 0.489, 0.011, -0.292, 1.160, -1.144, 0.152, -1.110, -0.198, -0.284, 0.428, 0.421, 0.587, -0.322, 0.480, 0.328, 0.365, 0.369, 0.319, -1.110, -0.090, 0.325, -0.212, -0.264, 0.349, 0.370, 0.369, 0.241, 0.229, 0.000], "e_homo_ev": -16.38, "multiplicity": 1, "charge": 4, "e_above_lowest_kj_mol": 133.8, "e_lumo_ev": -9.59}

=====

Record 2
{"formula": "C24H15CrI2N4O", "method": "wB97M-V/def2-TZVPD", "symbols": ["Cr", "C", "C", "C", "C", "N", "C", "C", "C", "C", "C", "C", "N", "C", "C", "C", "C", "C", "N", "H", "H", "H", "H", "H", "H", "H", "H", "H", "H", "H", "I", "C", "C", "C", "I", "C", "C", "C", "C", "N", "C", "C", "O", "H", "H", "H", "H"], "xyz": [[0.220227, 0.413831, -0.000469], [0.152540, 0.601036, 4.376765], [1.495891, 0.496582, 4.687865], [2.430694, 0.388547, 3.666207], [1.982853, 0.383600, 2.358093], [0.670074, 0.473015, 2.061988], [-0.222916, 0.585817, 3.042780], [2.883408, 0.310294, 1.172695], [4.267820, 0.266644, 1.208372], [4.958169, 0.239109, 0.004907], [4.270563, 0.265979, -1.200128], [2.886093, 0.309639, -1.167723], [2.234950, 0.320300, 0.001758], [1.988090, 0.382275, -2.355051], [2.438907, 0.386574, -3.662107], [1.506327, 0.493972, -4.685887], [0.162278, 0.598539, -4.377909], [-0.216128, 0.584065, -3.044719], [0.674645, 0.471859, -2.061873], [-0.599415, 0.696677, 5.146371], [1.823126, 0.503479, 5.718780], [3.483710, 0.314518, 3.893899], [-1.256553, 0.676430, 2.733358], [4.799854, 0.260263, 2.147826], [6.039146, 0.206618, 0.006260], [4.805010, 0.259107, -2.138214], [3.492426, 0.312537, -3.887438], [1.835874, 0.500333, -5.716084], [-0.587994, 0.693669, -5.149231], [-1.250510, 0.674864, -2.737862], [-3.824868, 3.684130, -0.003462], [-3.782998, 1.615081, -0.003086], [-5.003864, 0.905617, -0.003345], [-5.046486, -0.460081, -0.003179], [-6.894210, -1.412834, -0.003618], [-3.829202, -1.196200, -0.002639], [-3.737857, -2.605141, -0.002494], [-2.516911, -3.219552, -0.001862], [-1.361276, -2.422904, -0.001439], [-1.403548, -1.109655, -0.001581], [-2.615876, -0.478215, -0.002222], [-2.565929, 0.961321, -0.002612], [-1.406695, 1.563365, -0.002408], [-5.924365, 1.473620, -0.003734], [-4.648422, -3.189784, -0.002852], [-2.427425, -4.296207, -0.001742], [-0.379210, -2.882753, -0.000976]], "forces_ev_per_angstrom": [[-0.2, 0.5, 0.0], [-0.1, 0.0, -0.1], [0.1, 0.0, 0.0], [-0.1, 0.0, 0.0], [0.1, 0.0, -0.1], [0.1, 0.0, -0.1], [0.1, 0.0, 0.1], [0.0, 0.0, 0.2], [0.0, 0.0, 0.0], [0.0, 0.0, 0.0], [0.0, 0.0, 0.0], [0.0, 0.0, -0.2], [0.0, -0.2, 0.0], [0.1, 0.0, 0.1], [-0.1, 0.0, 0.0], [0.1, 0.0, 0.0], [-0.1, 0.0, 0.1], [0.1, 0.0, -0.1], [0.1, 0.0, 0.1], [0.0, 0.0, 0.0], [0.0, 0.0, 0.0], [0.0, 0.0, 0.0], [0.0, 0.0, 0.0], [0.0, 0.0, 0.0], [0.0, 0.0, 0.0], [0.0, 0.0, 0.0], [0.0, 0.0, 0.0], [0.0, 0.0, 0.0], [0.0, 0.0, 0.0], [0.0, 0.0, 0.0], [0.1, 0.1, 0.0], [-0.2, -0.2, 0.0], [0.1, 0.1, 0.0], [0.2, 0.0, 0.0], [-0.1, 0.0, 0.0], [-0.2, 0.0, 0.0], [0.0, 0.0, 0.0], [0.1, 0.1, 0.0], [-0.1, -0.1, 0.0], [0.0, 0.0, 0.0], [0.1, 0.0, 0.0], [0.0, 0.0, 0.0], [0.1, -0.3, 0.0], [0.0, 0.0, 0.0], [0.0, 0.0, 0.0], [0.0, 0.0, 0.0], [0.0, 0.0, 0.0]], "lowdin_spin": [3.628, 0.001, 0.014, 0.001, 0.015, 0.012, 0.018, 0.034, -0.005, 0.034, -0.005, 0.034, 0.016, 0.015, 0.001, 0.014, 0.001, 0.018, 0.012, 0.000, 0.001, 0.000, 0.001, -0.001, 0.002, -0.001, 0.000, 0.001, 0.000, 0.001, 0.002, 0.010, -0.002, 0.009, 0.001, 0.000, 0.010, -0.001, 0.018, 0.031, 0.006, 0.003, 0.047, 0.000, 0.001, 0.000, 0.003], "e_homo_ev": [-9.71, -9.83], "multiplicity": 5, "charge": 1, "e_lumo_ev": [-3.56, -3.90]}

=====

In order of appearance, E_tot = -3783.47088, -2857.63276 Eh.